# 1
The following is a DFT calculation (the ωB97M-V functional and the def2-TZVPD basis) of a molecular structure, C16H30N6O4OsSe2 in a non-equilibrium geometry.

The geometry in ORCA input format:
```
! RIJCOSX wB97M-V def2-TZVPD def2/J DEFGRID3
* xyz 2 5
Os 0.05 0.61 -0.69
O -1.40 6.46 -0.66
C -1.04 5.67 0.45
C -1.33 4.19 0.10
C -0.85 3.36 1.29
O -1.11 1.97 1.07
C -0.58 3.87 -1.21
Se -1.25 2.23 -2.09
C -2.83 4.07 -0.17
Se -3.33 2.36 -1.00
H -1.28 7.40 -0.47
H -1.63 5.94 1.33
H 0.02 5.79 0.70
H -1.39 3.69 2.19
H 0.22 3.53 1.46
H -1.02 1.47 1.89
H 0.49 3.75 -1.06
H -0.75 4.69 -1.91
H -3.13 4.85 -0.87
H -3.42 4.16 0.74
N -1.56 -1.25 -0.89
C -0.94 -2.44 -0.26
C -1.98 -3.47 0.22
C -2.89 -3.16 1.45
C -2.81 -4.18 2.60
N -1.58 -4.10 3.39
C -1.47 -3.45 4.56
N -0.28 -3.00 4.94
N -2.53 -3.28 5.35
C 0.01 -1.96 0.86
O 0.73 -2.82 1.37
O -0.03 -0.72 1.16
H -2.31 -0.92 -0.29
H -1.97 -1.50 -1.78
H -0.31 -2.93 -1.00
H -1.45 -4.42 0.38
H -2.64 -3.64 -0.64
H -3.92 -3.19 1.10
H -2.71 -2.15 1.84
H -2.89 -5.18 2.19
H -3.66 -4.03 3.27
H -0.72 -4.15 2.86
H 0.44 -2.89 4.22
H -0.13 -2.61 5.85
H -3.36 -3.83 5.20
H -2.39 -2.92 6.28
N 2.58 -1.24 -1.73
C 3.11 -0.17 -1.09
C 4.51 -0.03 -0.97
C 5.02 1.05 -0.31
C 4.15 2.01 0.23
C 2.81 1.82 0.07
N 2.28 0.76 -0.58
H 3.16 -2.01 -2.01
H 1.59 -1.36 -1.76
H 5.16 -0.79 -1.39
H 6.09 1.17 -0.20
H 4.52 2.88 0.75
H 2.10 2.53 0.47
*
```

Computed properties:
Highest occupied orbital energy (alpha / beta): -12.5 / -13.4 eV
Gap between HOMO and LUMO (alpha / beta): 7.5342 / 7.1296 eV


# 2
The following is a DFT calculation (the ωB97M-V functional and the def2-TZVPD basis) of a molecular structure, C16H30NOPr in a non-equilibrium geometry.

The geometry in ORCA input format:
```
! RIJCOSX wB97M-V def2-TZVPD def2/J DEFGRID3
* xyz 2 3
C -3.14 0.45 -0.33
H -3.96 0.43 0.40
H -3.48 0.99 -1.22
H -2.35 1.06 0.13
C -2.80 -0.98 -0.77
H -1.92 -1.03 -1.47
H -2.59 -1.66 0.08
C -3.98 -1.46 -1.63
H -3.90 -2.52 -1.92
H -4.93 -1.31 -1.08
H -4.00 -0.84 -2.54
C 2.10 0.28 -1.15
C 1.45 -0.43 -2.20
C 0.25 0.28 -2.53
C 0.18 1.44 -1.70
C 1.32 1.45 -0.84
C 1.74 2.58 0.03
C -0.68 2.63 -1.95
C -0.71 -0.01 -3.64
C 1.78 -1.81 -2.62
C 3.30 -0.14 -0.37
Pr 0.02 -0.66 -0.18
H -0.73 3.30 -1.09
H -0.29 3.23 -2.80
H -1.72 2.35 -2.20
H 0.90 3.26 0.24
H 2.13 2.23 0.99
H 2.53 3.19 -0.46
H 3.37 -1.24 -0.29
H 4.24 0.20 -0.85
H 3.30 0.28 0.64
H 0.98 -2.26 -3.21
H 2.68 -1.82 -3.24
H 1.98 -2.47 -1.76
H -1.74 0.27 -3.38
H -0.44 0.55 -4.55
H -0.71 -1.08 -3.90
C 0.78 -2.12 4.47
N 0.77 -0.67 4.29
C 0.99 0.17 5.45
C 0.63 -0.08 3.12
O 0.56 -0.71 2.02
H 0.98 -2.28 5.53
H 1.56 -2.61 3.88
H -0.19 -2.57 4.23
H 1.88 0.79 5.30
H 0.14 0.82 5.63
H 1.14 -0.50 6.30
H 0.59 1.01 3.12
*
```

Computed properties:
Energy above the lowest of the compared OMol25 structures with the same formula, charge and spin: 0.0 kcal/mol
Highest occupied orbital energy (alpha / beta): -15.0 / -14.9 eV
Gap between HOMO and LUMO (alpha / beta): 8.1766 / 8.3313 eV


# 3
The following is a DFT calculation (the ωB97M-V functional and the def2-TZVPD basis) of a molecular structure, C16H30O2Si2V in a non-equilibrium geometry.

The geometry in ORCA input format:
```
! RIJCOSX wB97M-V def2-TZVPD def2/J DEFGRID3
* xyz 1 1
V -1.11 0.09 0.44
C -3.02 -0.20 -1.09
C -2.45 -1.31 -1.72
C -2.49 -2.56 -1.11
C -3.07 -2.70 0.15
C -3.64 -1.60 0.78
C -3.63 -0.35 0.16
H -3.12 0.73 -1.63
H -2.04 -1.21 -2.72
H -2.07 -3.42 -1.61
H -3.10 -3.67 0.62
H -4.13 -1.72 1.74
H -4.19 0.47 0.60
C 0.75 -2.53 0.11
Si 1.50 -1.10 -0.89
C 1.32 -1.46 -2.74
C 3.32 -1.10 -0.43
C 0.53 0.55 -0.60
Si 1.58 2.17 -0.61
C 1.47 2.78 -2.40
C 0.81 3.44 0.55
C 3.39 2.05 -0.09
H 1.12 -3.48 -0.28
H -0.34 -2.58 0.11
H 1.09 -2.45 1.15
H 1.87 -2.37 -3.00
H 1.74 -0.65 -3.33
H 0.28 -1.60 -3.05
H 3.69 -2.12 -0.54
H 3.47 -0.81 0.61
H 3.92 -0.46 -1.07
H -0.20 0.67 -1.43
H 0.43 2.94 -2.70
H 1.91 2.07 -3.10
H 2.00 3.73 -2.51
H -0.21 3.69 0.27
H 1.38 4.37 0.52
H 0.82 3.09 1.59
H 4.02 1.60 -0.86
H 3.52 1.48 0.83
H 3.76 3.06 0.08
C -1.19 -0.44 4.19
C -0.17 -0.72 3.12
O 0.94 -1.10 3.31
O -0.61 -0.44 1.85
H -1.02 -1.11 5.03
H -2.21 -0.53 3.81
H -1.05 0.59 4.55
C -1.71 1.71 1.01
H -1.72 2.11 2.02
H -2.13 2.40 0.27
*
```

Computed properties:
Energy above the lowest of the compared OMol25 structures with the same formula, charge and spin: 20.7 kcal/mol
Highest occupied orbital energy (alpha / beta): -12.1 / -12.1 eV
Gap between HOMO and LUMO (alpha / beta): 8.1310 / 8.1319 eV


# 4
The following is a DFT calculation (the ωB97M-V functional and the def2-TZVPD basis) of a molecular structure, C16H30O3PdSi2 in a non-equilibrium geometry.

The geometry in ORCA input format:
```
! RIJCOSX wB97M-V def2-TZVPD def2/J DEFGRID3
* xyz 2 1
Pd 0.00 -0.36 -0.08
C 1.11 1.76 -2.57
O 1.34 1.19 -1.28
C 2.06 2.08 -0.43
C 2.35 1.44 0.94
O 1.24 0.84 1.60
C 0.46 1.67 2.46
C -0.47 2.62 1.70
O -1.13 1.86 0.70
C -2.06 2.62 -0.05
H 2.07 1.90 -3.09
H 0.60 2.72 -2.51
H 0.50 1.06 -3.13
H 1.51 3.02 -0.33
H 3.03 2.30 -0.90
H 2.80 2.21 1.58
H 3.06 0.62 0.81
H 1.11 2.25 3.13
H -0.13 0.97 3.06
H 0.10 3.44 1.24
H -1.20 3.05 2.39
H -2.80 3.08 0.61
H -2.56 1.93 -0.74
H -1.57 3.41 -0.62
C 2.57 -2.96 1.16
Si 1.69 -2.11 -0.34
C 2.63 -2.19 -2.03
C 0.09 -3.43 -0.79
C 0.56 -4.69 -1.09
C -0.37 -5.70 -1.29
C -1.72 -5.44 -1.18
C -2.18 -4.17 -0.89
C -1.25 -3.15 -0.73
Si -2.18 -1.32 -0.47
C -3.13 -1.58 1.20
C -3.34 -1.21 -2.01
H 2.91 -3.96 0.91
H 1.93 -3.03 2.03
H 3.45 -2.39 1.46
H 3.09 -3.16 -2.18
H 3.42 -1.45 -2.07
H 1.96 -2.00 -2.87
H 1.61 -4.91 -1.17
H -0.02 -6.70 -1.52
H -2.44 -6.22 -1.37
H -3.24 -3.97 -0.83
H -3.96 -2.27 1.05
H -3.55 -0.65 1.57
H -2.49 -1.99 1.98
H -3.90 -2.13 -2.13
H -2.80 -1.03 -2.94
H -4.07 -0.41 -1.90
*
```

Computed properties:
Highest occupied orbital energy: -15.2 eV
Gap between HOMO and LUMO: 5.8173 eV


Number 2 is which compound?
C16H30NOPr


Which formula does entry 4 have?
C16H30O3PdSi2